Entry 1:
The following is a quantum chemistry calculation of C17H24AlBClIN2O4P as an isolated structure at a distorted geometry, from the Open Molecules 2025 dataset.

Computed properties:
total charge	+3
frontier orbital gap	3.606	eV
E	-66342.273	eV

The geometry in XYZ format:
```
52
Properties=species:S:1:pos:R:3:mulliken_charge:R:1
C -3.146 0.653 3.329 -1.2180
C -2.719 1.881 2.541 0.0656
O -1.282 2.014 2.604 -0.2487
C -0.670 2.513 1.443 -1.3729
C 0.326 1.437 1.121 0.0989
C 1.581 1.408 1.682 0.0665
Cl 2.029 2.709 2.728 -0.1830
C 2.519 0.365 1.423 0.8430
P 4.032 0.512 2.270 0.7084
C 5.331 -0.717 2.057 -1.1783
C 3.807 0.670 4.106 -1.1048
C 2.084 -0.661 0.449 0.0582
I 3.317 -2.172 -0.139 0.3777
C 0.803 -0.648 -0.122 0.0622
N 0.470 -1.633 -1.000 -0.3875
C -0.739 -1.588 -1.473 0.1061
O -1.169 -2.513 -2.294 -0.4288
C -0.438 -2.695 -3.557 -0.6755
C 0.126 -1.425 -4.167 0.4368
C -0.940 -0.375 -4.466 -1.2189
O 0.737 -1.857 -5.378 -0.5609
C -1.682 -0.550 -1.082 -0.0014
B -3.212 -0.549 -1.659 0.4506
C -3.814 0.841 -2.039 -0.8349
O -3.924 -1.672 -1.798 -0.5176
N -1.347 0.436 -0.259 -0.0786
C -0.103 0.369 0.213 0.4560
H -2.477 -0.173 3.094 0.2959
H -3.184 0.833 4.396 0.3512
H -4.125 0.350 2.965 0.3692
H -3.144 2.764 3.016 0.3689
H -3.080 1.771 1.522 0.0293
H -0.196 3.474 1.618 0.6562
H -1.344 2.645 0.601 0.4082
H 5.764 -0.754 1.063 0.4382
H 4.973 -1.717 2.309 0.4499
H 6.127 -0.494 2.769 0.2113
H 4.067 -0.293 4.560 0.4584
H 4.483 1.460 4.532 0.1904
H 2.786 0.917 4.365 0.5559
H -1.172 -3.086 -4.254 0.4034
H 0.312 -3.474 -3.458 0.3039
H 0.949 -0.994 -3.600 0.1624
H -0.724 0.131 -5.402 0.5517
H -0.955 0.416 -3.712 0.2061
H -1.944 -0.792 -4.541 0.3137
H 0.061 -1.847 -6.063 0.3719
H -4.818 0.681 -2.423 0.3151
H -3.869 1.513 -1.184 0.2816
H -3.221 1.296 -2.833 0.3201
H -3.544 -2.453 -1.379 0.3293
Al 6.298 1.069 5.505 0.9379
```

---

Entry 2:
The following is a quantum chemistry calculation of C16H38BrF6NOPSSiZr as an isolated structure, from the Open Molecules 2025 dataset.

Computed properties:
ΔE to the lowest compared entry with this formula, charge and spin	117.45	kJ/mol
total charge	+4
spin multiplicity	2
frontier orbital gap (spin up / spin down)	8.350 / 6.378	eV
E	-136344.895	eV

The geometry in XYZ format:
```
67
Properties=species:S:1:pos:R:3:mulliken_charge:R:1
Zr -1.239 0.305 -3.056 1.8300
N 0.895 0.228 -3.917 -0.7569
H 0.943 0.101 -4.932 0.3579
H 1.413 -0.564 -3.526 0.3728
H 1.468 1.050 -3.716 0.3344
F -3.135 -0.620 -2.881 -0.4412
P -2.720 -2.128 -3.836 1.4467
F -3.993 -1.901 -4.649 -0.2438
F -2.040 -3.201 -4.677 -0.2373
F -3.292 -2.969 -2.697 -0.2476
F -1.258 -1.887 -2.913 -0.3265
F -1.916 -0.847 -4.780 -0.4325
O -2.001 2.066 -3.428 -0.3543
S -3.248 3.080 -3.258 0.3993
C -2.433 4.673 -2.910 -0.5046
C -2.812 5.600 -4.068 -0.6326
C -2.835 4.734 -5.322 -0.5304
C -3.687 3.524 -4.957 -0.6481
H -1.367 4.437 -2.898 0.3071
H -2.748 5.000 -1.921 0.4241
H -2.091 6.413 -4.131 0.3478
H -3.792 6.045 -3.890 0.3346
H -1.828 4.423 -5.606 0.2628
H -3.273 5.251 -6.175 0.3831
H -3.585 2.630 -5.574 0.4170
H -4.751 3.769 -4.884 0.4575
C -0.631 1.210 5.398 -1.6855
C -0.863 0.334 6.644 1.8785
C -2.081 -0.580 6.384 -1.7270
C -1.168 1.238 7.875 -1.6462
Si 0.565 -0.699 7.322 -0.7462
Br -0.667 0.344 -0.638 -0.3199
C 0.532 -2.454 7.991 1.9175
C -0.446 -2.211 9.180 -1.4940
C 1.804 -3.130 8.483 -1.8899
C -0.125 -3.302 6.878 -1.5814
C 2.402 0.421 7.778 1.4791
C 3.485 -0.491 7.281 -1.4346
C 2.115 0.426 9.260 -1.4063
C 2.319 1.742 7.083 -1.5346
H -1.575 1.732 5.230 0.4876
H -0.388 0.627 4.514 0.4561
H 0.118 1.977 5.573 0.3879
H -2.923 0.089 6.194 0.5214
H -2.364 -1.205 7.228 0.4181
H -1.946 -1.203 5.501 0.4555
H -2.035 1.848 7.609 0.5190
H -0.364 1.929 8.126 0.3853
H -1.448 0.673 8.768 0.3824
H 0.024 -1.691 10.016 0.3629
H -0.735 -3.204 9.540 0.4978
H -1.377 -1.708 8.913 0.3994
H 2.318 -2.579 9.269 0.3914
H 2.496 -3.350 7.671 0.4727
H 1.506 -4.086 8.920 0.5419
H -1.138 -2.993 6.635 0.4176
H -0.182 -4.324 7.263 0.4737
H 0.477 -3.340 5.968 0.4354
H 3.587 -1.409 7.847 0.4085
H 4.423 0.073 7.404 0.4832
H 3.419 -0.698 6.210 0.4135
H 2.089 -0.562 9.718 0.3939
H 1.252 1.026 9.552 0.3406
H 2.989 0.932 9.712 0.4979
H 2.434 1.666 6.003 0.4089
H 3.192 2.306 7.448 0.5085
H 1.451 2.340 7.347 0.4101
```

---

Entry 3:
The following is a quantum chemistry calculation of C18H35NP2S2Ti as an isolated structure at a distorted geometry, from the Open Molecules 2025 dataset.

Computed properties:
total charge	+3
spin multiplicity	2
frontier orbital gap (spin up / spin down)	7.351 / 7.571	eV
E	-84059.653	eV

The geometry in XYZ format:
```
59
Properties=species:S:1:pos:R:3:mulliken_charge:R:1
Ti -0.004 0.207 -0.676 -0.3650
S -1.082 2.354 -0.751 0.2097
S -0.739 -2.093 -0.763 0.1838
C -2.938 2.396 -0.747 -1.0913
C -0.817 2.556 -2.572 -0.8624
C -1.083 1.294 -3.385 -0.7128
N -0.270 0.163 -2.869 0.1078
C -0.839 -1.129 -3.389 -0.8100
C -0.314 -2.303 -2.564 -0.7803
H 0.207 2.926 -2.736 0.4159
H -1.551 3.324 -2.859 0.5685
H -0.800 1.463 -4.442 0.3853
H -2.146 1.008 -3.382 0.3965
H -0.547 -1.227 -4.459 0.3958
H -1.943 -1.066 -3.343 0.4094
H 0.781 -2.437 -2.683 0.3535
H -0.861 -3.218 -2.853 0.5958
C -2.574 -2.322 -0.831 -1.0237
H 0.648 0.255 -3.318 0.1828
H -3.075 -1.360 -0.989 0.1843
H -2.892 -2.755 0.125 0.4229
H -2.779 -3.021 -1.647 0.4964
H -3.278 2.910 0.157 0.4555
H -3.347 1.378 -0.799 0.2447
H -3.247 2.979 -1.619 0.4659
C 3.318 0.318 -2.506 -0.5375
C 4.234 0.393 -1.528 -0.7751
H 2.814 1.212 -2.889 0.3433
H 3.160 -0.627 -3.043 0.3163
H 4.483 1.323 -1.021 0.3766
H 4.826 -0.472 -1.215 0.3787
C 1.979 -0.599 0.162 -1.6453
P 1.362 0.862 1.206 1.2039
C 2.358 2.333 1.417 -1.0970
C 1.365 -0.135 2.750 0.2957
C 2.447 -0.906 3.216 -0.5637
C 2.171 -1.975 4.079 -0.7459
C 0.858 -2.214 4.505 -0.6193
C -0.223 -1.537 3.942 -0.7325
C 0.030 -0.548 2.994 0.0776
P -1.200 0.019 1.742 1.6863
C -2.686 -0.988 2.085 -1.8291
C -1.602 1.641 2.406 -1.4195
H 3.062 -0.575 0.350 0.5391
H 1.825 -0.465 -0.957 0.6544
H 1.471 -1.527 0.458 0.5496
H 2.371 2.618 2.475 0.4162
H 3.364 2.135 1.027 0.3811
H 1.895 3.162 0.851 0.3826
H 3.462 -0.703 2.866 0.4557
H 2.985 -2.630 4.398 0.4564
H 0.662 -2.969 5.275 0.4253
H -1.257 -1.762 4.215 0.4549
H -3.090 -0.686 3.045 0.5426
H -3.407 -0.780 1.297 0.4163
H -2.458 -2.053 2.098 0.4858
H -1.948 1.440 3.421 0.4839
H -0.746 2.313 2.451 0.3911
H -2.397 2.100 1.823 0.4225
```

---

Entry 4:
The following is a quantum chemistry calculation of C39H40Cl2FGeN4O9S2V as an isolated structure at a distorted geometry, from the Open Molecules 2025 dataset.

Computed properties:
ΔE to the lowest compared entry with this formula, charge and spin	562.79	kJ/mol
total charge	-1
spin multiplicity	2
frontier orbital gap (spin up / spin down)	4.168 / 4.285	eV
E	-197115.551	eV

The geometry in XYZ format:
```
99
Properties=species:S:1:pos:R:3:mulliken_charge:R:1
V 0.681 -0.591 -0.022 -0.6885
O -3.688 -2.715 -3.660 -0.5901
C -4.256 -1.534 -3.504 0.5332
O -5.298 -1.250 -4.050 -0.6294
C -3.568 -0.553 -2.629 -0.2981
C -4.005 0.748 -2.399 0.0049
Cl -5.319 1.570 -3.082 -0.1466
N -3.128 1.339 -1.554 0.1899
N -2.146 0.508 -1.229 0.4195
C -2.381 -0.641 -1.847 0.4705
C -1.405 -1.727 -1.663 0.1985
O -1.496 -2.814 -2.266 -0.8871
O -0.485 -1.445 -0.829 0.0250
C -3.095 2.655 -1.064 0.3022
C -1.853 3.269 -0.962 -0.2353
C -1.779 4.564 -0.489 -0.5755
C -2.931 5.227 -0.096 -0.5895
C -4.161 4.595 -0.165 -0.7184
C -4.252 3.304 -0.655 -0.3233
H -2.822 -2.825 -3.152 0.3886
H -0.968 2.714 -1.237 0.4133
H -0.820 5.048 -0.411 0.4900
H -2.868 6.238 0.279 0.3968
H -5.057 5.102 0.169 0.3634
H -5.206 2.805 -0.709 0.4000
O 4.724 -3.371 2.320 -0.5667
C 3.628 -3.780 2.929 0.3708
O 3.629 -4.699 3.714 -0.6077
C 2.371 -3.073 2.573 0.0807
C 1.100 -3.340 3.063 0.1395
Cl 0.612 -4.505 4.189 -0.1225
N 0.212 -2.520 2.435 -0.1740
N 0.860 -1.740 1.555 0.8759
C 2.158 -2.037 1.632 -0.1424
C 3.030 -1.094 0.897 1.3131
O 4.256 -1.257 0.846 -0.8601
O 2.365 -0.149 0.374 -0.4176
C -1.154 -2.340 2.730 0.2347
C -1.537 -2.127 4.048 0.0548
C -2.875 -1.930 4.340 -0.6210
C -3.818 -1.934 3.326 -0.6002
C -3.430 -2.148 2.014 -0.6885
C -2.098 -2.357 1.710 -0.7760
H 4.614 -2.557 1.727 0.3969
H -0.793 -2.119 4.828 0.4080
H -3.185 -1.771 5.362 0.3555
H -4.860 -1.778 3.559 0.4121
H -4.171 -2.158 1.228 0.5060
H -1.791 -2.561 0.697 0.7467
F 2.404 3.271 -7.113 -0.3630
C 2.099 2.690 -5.923 0.3000
C 2.064 3.477 -4.777 -0.6048
C 1.780 2.890 -3.571 -0.4532
C 1.534 1.490 -3.474 0.5510
C 1.343 0.885 -2.249 -0.4766
C 1.546 0.736 -4.683 -0.5784
C 1.833 1.326 -5.887 -0.5101
H 2.270 4.534 -4.849 0.4124
H 1.758 3.480 -2.666 0.4210
H 1.447 1.465 -1.340 0.0366
H 1.251 -0.199 -2.211 0.0504
H 1.342 -0.325 -4.634 0.3533
H 1.865 0.752 -6.801 0.4230
C -4.938 3.973 4.061 -1.2792
C -5.037 2.746 3.161 -0.4455
C -3.832 1.809 3.305 0.5525
C -2.542 2.482 2.884 -0.5526
Ge -0.781 1.373 2.788 0.3225
C -0.049 1.236 4.760 -1.1836
C -1.053 0.863 5.843 0.2231
C -1.595 2.083 6.577 -0.2598
C -2.573 1.693 7.678 -1.5579
H -5.841 4.577 3.987 0.4211
H -4.092 4.589 3.772 0.2666
H -4.804 3.669 5.098 0.2700
H -5.107 3.066 2.119 -0.0560
H -5.954 2.202 3.406 0.4703
H -3.997 0.931 2.676 -0.0705
H -3.766 1.473 4.343 -0.1426
H -2.316 3.320 3.542 0.5715
H -2.654 2.874 1.872 -0.4054
H -0.130 0.553 0.384 0.7585
H 0.444 2.183 4.980 0.7392
H 0.732 0.479 4.694 0.3731
H -0.575 0.204 6.576 0.7368
H -1.888 0.311 5.404 -0.6428
H -2.087 2.739 5.859 -0.0107
H -0.759 2.634 7.014 0.5198
H -3.459 1.219 7.258 0.2797
H -2.887 2.570 8.238 0.4128
H -2.109 0.992 8.369 0.3985
C 3.936 3.981 1.406 -0.7894
O 2.523 4.033 1.398 -0.2933
C 1.841 3.063 2.011 0.4531
S 2.512 1.738 2.705 -0.3258
S 0.166 3.415 2.023 -0.4478
H 4.267 4.574 0.554 0.2566
H 4.287 2.951 1.316 0.3553
H 4.318 4.411 2.337 0.2888
```